# 1
{"formula": "C23H53BrN7O6P", "method": "ωB97M-V/def2-TZVPD", "elements": ["C", "C", "C", "P", "Br", "N", "C", "C", "H", "H", "H", "H", "H", "H", "H", "H", "H", "H", "H", "C", "N", "C", "C", "O", "H", "H", "H", "H", "H", "H", "H", "C", "N", "C", "C", "O", "H", "H", "H", "H", "H", "H", "H", "C", "N", "C", "C", "O", "H", "H", "H", "H", "H", "H", "H", "C", "N", "C", "C", "O", "H", "H", "H", "H", "H", "H", "H", "C", "N", "C", "C", "O", "H", "H", "H", "H", "H", "H", "H", "C", "N", "C", "C", "O", "H", "H", "H", "H", "H", "H", "H"], "positions_angstrom": [[-6.973, 1.473, -2.547], [-6.451, 2.118, -3.816], [-6.812, 3.706, -4.192], [-5.671, 4.842, -3.126], [-7.068, 5.853, -1.646], [-4.633, 3.708, -2.223], [-3.165, 3.853, -2.559], [-2.360, 4.988, -1.692], [-6.130, 1.087, -1.795], [-8.124, 1.402, -2.287], [-5.734, 1.528, -4.565], [-6.593, 3.930, -5.333], [-7.960, 3.931, -3.997], [-4.821, 3.704, -1.196], [-2.662, 2.803, -2.293], [-2.976, 4.035, -3.705], [-2.233, 5.969, -2.360], [-2.931, 5.183, -0.688], [-1.243, 4.626, -1.483], [2.604, 1.081, -0.688], [1.850, 2.207, -1.185], [0.770, 2.200, -2.019], [0.262, 0.874, -2.511], [0.244, 3.263, -2.345], [2.557, 1.098, 0.404], [3.643, 1.203, -1.003], [2.221, 0.128, -1.055], [2.130, 3.138, -0.899], [-0.601, 1.035, -3.165], [1.039, 0.364, -3.085], [-0.056, 0.258, -1.666], [1.116, 0.262, 5.601], [1.715, -0.240, 4.388], [2.001, 0.441, 3.242], [1.670, 1.906, 3.184], [2.517, -0.149, 2.294], [1.816, 0.087, 6.422], [0.199, -0.303, 5.786], [0.882, 1.326, 5.542], [1.968, -1.220, 4.346], [1.958, 2.306, 2.208], [0.595, 2.053, 3.314], [2.225, 2.446, 3.956], [3.076, -3.943, 0.984], [2.378, -2.843, 0.363], [1.746, -2.816, -0.845], [1.750, -4.069, -1.676], [1.196, -1.784, -1.224], [2.594, -4.152, 1.942], [4.108, -3.631, 1.163], [3.069, -4.843, 0.368], [2.330, -1.961, 0.860], [1.208, -3.888, -2.609], [2.777, -4.352, -1.923], [1.250, -4.878, -1.137], [6.696, -7.830, 0.183], [5.942, -6.704, -0.314], [4.863, -6.710, -1.148], [4.354, -8.036, -1.640], [4.337, -5.648, -1.474], [6.649, -7.813, 1.275], [7.735, -7.707, -0.132], [6.313, -8.783, -0.184], [6.223, -5.773, -0.028], [3.492, -7.875, -2.293], [5.132, -8.546, -2.214], [4.037, -8.653, -0.795], [-3.382, -2.172, -1.943], [-3.957, -2.863, -0.813], [-3.357, -3.753, 0.028], [-1.912, -4.092, -0.210], [-4.001, -4.252, 0.949], [-3.471, -1.098, -1.764], [-3.961, -2.436, -2.831], [-2.334, -2.430, -2.101], [-4.928, -2.688, -0.586], [-1.579, -4.814, 0.541], [-1.791, -4.543, -1.199], [-1.296, -3.193, -0.123], [0.190, 6.596, 2.038], [0.974, 6.035, 3.113], [0.693, 6.025, 4.448], [-0.585, 6.668, 4.909], [1.479, 5.498, 5.233], [-0.048, 5.792, 1.338], [0.802, 7.344, 1.528], [-0.732, 7.058, 2.391], [1.851, 5.583, 2.884], [-0.665, 6.578, 5.997], [-0.585, 7.730, 4.650], [-1.443, 6.164, 4.457]], "forces_ev_per_a": [[1.7, 1.3, -2.9], [-1.9, -0.6, 2.3], [-1.6, -2.5, -0.6], [1.1, -0.7, -0.5], [0.2, -0.7, -0.2], [-0.3, 1.5, -0.2], [1.7, -0.6, 0.7], [0.7, 0.1, -0.7], [-2.2, -0.3, -2.1], [2.7, 1.2, -0.1], [-0.6, 1.8, 2.4], [-0.3, -0.4, 2.4], [2.4, -0.4, -0.3], [0.3, -0.1, -1.2], [-1.1, 2.2, -0.7], [-0.7, -0.4, 2.3], [-0.6, -1.9, 1.7], [1.1, -0.2, -1.9], [-2.6, 0.7, -0.4], [0.3, 0.3, 0.3], [-0.7, 0.3, -0.5], [0.2, 0.5, 0.1], [-0.2, 0.0, -0.1], [0.0, -0.2, 0.0], [0.2, -0.4, -0.2], [0.1, -0.2, 0.1], [-0.1, 0.2, 0.1], [-0.1, -0.2, -0.1], [0.2, 0.2, 0.1], [-0.1, -0.2, 0.3], [0.3, -0.1, -0.2], [0.0, -0.4, 0.2], [0.2, 0.3, -0.8], [0.2, -0.7, 0.0], [0.0, 0.2, -0.1], [-0.1, 0.1, 0.3], [-0.2, 0.2, 0.1], [0.0, 0.2, 0.2], [0.1, -0.2, -0.1], [-0.1, 0.3, 0.0], [0.0, -0.2, 0.2], [0.1, 0.1, 0.1], [-0.2, 0.1, 0.0], [-0.1, 0.3, 0.2], [-0.5, 0.2, -0.8], [0.1, 0.2, 0.4], [0.0, 0.1, -0.3], [-0.1, -0.2, 0.0], [0.2, -0.2, 0.0], [0.0, -0.3, 0.1], [0.0, 0.3, 0.0], [0.1, 0.0, 0.1], [0.0, 0.1, 0.3], [-0.3, -0.1, 0.2], [0.2, -0.1, 0.0], [0.2, 0.3, 0.2], [-0.7, 0.1, -0.5], [0.1, 0.8, 0.1], [-0.2, -0.1, -0.2], [0.4, -0.6, 0.1], [0.1, -0.3, 0.0], [0.0, -0.3, 0.1], [0.0, 0.2, 0.0], [0.0, -0.2, -0.1], [0.2, 0.1, 0.2], [-0.1, -0.1, 0.2], [0.1, -0.1, -0.1], [-0.4, 0.2, 0.0], [0.2, -0.4, 0.4], [-0.8, -0.2, 0.6], [0.2, -0.1, 0.1], [0.4, 0.2, -0.4], [0.2, 0.0, -0.3], [0.2, 0.2, -0.2], [-0.2, 0.0, 0.1], [0.3, 0.0, -0.1], [-0.2, 0.2, -0.1], [0.1, 0.2, 0.0], [0.1, -0.1, -0.2], [0.3, -0.2, -0.3], [-0.1, -0.1, 0.7], [0.8, -0.5, 0.2], [-0.1, 0.1, 0.2], [-0.4, 0.2, -0.3], [-0.2, 0.2, -0.1], [-0.3, 0.1, -0.1], [0.2, -0.1, 0.0], [-0.2, 0.1, 0.1], [0.2, 0.0, -0.3], [-0.2, -0.1, -0.1], [0.0, 0.2, 0.0]], "energy_ha": -4658.1785, "homo_energy_ev": -7.79, "orbital_gap_ha": 0.2936, "lumo_ev": 0.20}

---

# 2
{"formula": "C23H53N2O8S", "method": "ωB97M-V/def2-TZVPD", "elements": ["C", "O", "C", "C", "C", "C", "C", "C", "C", "C", "C", "C", "S", "O", "O", "O", "H", "H", "H", "H", "H", "H", "H", "H", "H", "H", "H", "H", "H", "H", "H", "H", "H", "H", "H", "H", "H", "H", "H", "C", "O", "C", "C", "N", "C", "C", "O", "C", "H", "H", "H", "H", "H", "H", "H", "H", "H", "H", "H", "H", "H", "H", "H", "C", "O", "C", "C", "N", "C", "C", "O", "C", "H", "H", "H", "H", "H", "H", "H", "H", "H", "H", "H", "H", "H", "H", "H"], "positions_angstrom": [[-2.449, 1.531, -1.015], [-2.386, 0.255, -1.617], [-1.548, -0.579, -0.797], [-1.242, -1.888, -1.492], [-0.087, -2.715, -0.831], [0.106, -2.341, 0.634], [0.993, -3.345, 1.402], [1.044, -2.905, 2.895], [0.865, -4.059, 3.909], [-0.529, -4.053, 4.545], [-1.629, -4.631, 3.626], [-2.966, -3.892, 3.779], [-3.398, -2.883, 2.344], [-4.845, -2.769, 2.339], [-2.851, -3.564, 1.182], [-2.767, -1.622, 2.634], [-2.438, 1.430, 0.072], [-3.368, 2.053, -1.278], [-1.549, 2.114, -1.261], [-0.639, -0.007, -0.575], [-2.098, -0.782, 0.126], [-2.152, -2.489, -1.488], [-0.985, -1.650, -2.531], [-0.406, -3.755, -0.912], [0.805, -2.548, -1.437], [0.582, -1.367, 0.753], [-0.860, -2.375, 1.132], [0.607, -4.358, 1.289], [2.011, -3.233, 1.015], [0.202, -2.225, 3.049], [1.953, -2.325, 3.061], [1.104, -5.023, 3.456], [1.562, -3.879, 4.736], [-0.787, -3.057, 4.906], [-0.463, -4.691, 5.436], [-1.291, -4.596, 2.591], [-1.784, -5.681, 3.884], [-3.816, -4.552, 3.962], [-2.927, -3.215, 4.631], [-2.639, 8.336, 1.443], [-1.709, 7.806, 2.366], [-2.230, 7.638, 3.680], [-2.335, 6.170, 4.038], [-3.386, 5.514, 3.271], [-3.394, 4.054, 3.387], [-2.193, 3.288, 2.843], [-2.060, 3.345, 1.435], [-1.360, 4.464, 0.931], [-2.103, 8.540, 0.517], [-3.443, 7.625, 1.227], [-3.071, 9.272, 1.810], [-3.195, 8.140, 3.795], [-1.523, 8.114, 4.366], [-2.563, 6.077, 5.105], [-1.352, 5.714, 3.858], [-3.273, 5.755, 2.294], [-4.278, 3.699, 2.854], [-3.534, 3.789, 4.440], [-2.353, 2.233, 3.079], [-1.253, 3.572, 3.333], [-0.589, 4.813, 1.624], [-2.042, 5.286, 0.690], [-0.877, 4.159, 0.002], [6.744, -0.831, -5.407], [5.540, -0.529, -6.083], [5.090, -1.563, -6.953], [3.806, -2.182, -6.440], [4.044, -2.961, -5.232], [2.825, -3.395, -4.548], [1.915, -2.322, -3.959], [2.480, -1.619, -2.868], [3.282, -0.507, -3.216], [7.058, 0.067, -4.877], [6.605, -1.634, -4.675], [7.533, -1.115, -6.111], [5.861, -2.324, -7.103], [4.888, -1.097, -7.922], [3.392, -2.838, -7.211], [3.092, -1.366, -6.266], [4.589, -2.404, -4.587], [3.137, -4.046, -3.728], [2.240, -4.014, -5.236], [1.037, -2.833, -3.556], [1.538, -1.624, -4.716], [2.940, -0.025, -4.135], [4.335, -0.791, -3.313], [3.214, 0.215, -2.401]], "forces_ev_per_a": [[0.2, -0.4, 0.5], [0.1, 0.0, 0.0], [-0.4, 0.1, -0.2], [0.2, 0.0, -0.1], [-0.9, 0.9, -0.4], [0.5, -1.3, 0.1], [0.1, 1.4, 0.3], [-0.6, -0.6, -0.5], [0.3, 1.1, 0.5], [0.2, -1.1, 0.0], [0.0, 0.4, 0.5], [-0.2, -0.4, -0.1], [-0.8, -0.3, 0.2], [-0.4, -0.4, 0.1], [0.2, -0.3, -0.3], [1.2, 1.4, 0.1], [-0.2, 0.0, 0.0], [0.1, 0.0, -0.3], [-0.2, 0.2, -0.2], [0.1, -0.1, 0.1], [0.2, 0.1, 0.2], [0.0, 0.1, -0.1], [-0.1, -0.1, 0.0], [0.3, -0.1, 0.1], [0.2, -0.2, 0.3], [-0.2, 0.2, -0.1], [-0.1, 0.4, -0.1], [0.1, -0.1, -0.1], [0.0, -0.7, -0.2], [0.1, 0.1, 0.0], [0.1, -0.1, 0.2], [0.0, -0.1, 0.1], [0.2, -0.3, -0.1], [0.1, 0.1, -0.2], [-0.1, 0.1, 0.1], [-0.2, 0.0, -0.1], [0.1, -0.1, -0.1], [0.1, -0.2, -0.2], [-0.1, 0.1, -0.1], [0.1, -0.1, 0.0], [-0.2, 0.1, -0.1], [0.3, 0.0, 0.2], [-0.1, -0.1, -0.3], [0.1, 0.0, 0.1], [-0.1, 0.1, -0.2], [-0.1, -0.4, 0.2], [0.1, 0.3, 0.1], [-0.1, -0.2, -0.2], [0.0, 0.0, 0.0], [-0.1, 0.1, 0.0], [-0.1, 0.0, 0.0], [-0.1, -0.1, -0.1], [0.0, 0.0, 0.0], [0.0, 0.0, 0.0], [0.1, 0.1, 0.1], [0.0, 0.0, 0.0], [0.0, -0.1, 0.0], [0.1, 0.0, 0.0], [0.0, 0.0, 0.0], [0.0, 0.1, -0.1], [0.0, 0.1, 0.0], [0.1, 0.1, 0.1], [0.0, 0.0, 0.0], [-0.1, 0.1, 0.0], [0.2, -0.1, 0.1], [-0.3, 0.2, -0.2], [0.1, 0.0, 0.3], [-0.1, 0.0, -0.1], [0.2, 0.0, 0.1], [-0.2, -0.2, 0.1], [0.1, 0.1, -0.3], [0.0, 0.0, 0.3], [0.0, 0.0, 0.0], [0.1, -0.1, 0.0], [0.0, 0.0, 0.0], [0.0, 0.0, 0.1], [0.0, 0.0, 0.0], [0.0, 0.0, 0.0], [0.0, 0.0, -0.2], [0.0, 0.0, 0.0], [-0.1, 0.0, 0.0], [0.0, 0.0, 0.0], [0.0, 0.0, 0.0], [0.1, 0.1, 0.0], [0.0, 0.0, -0.1], [0.0, 0.1, -0.1], [0.0, 0.0, 0.0]], "energy_ha": -2017.7047, "homo_energy_ev": -5.13, "charge": -1, "orbital_gap_ha": 0.2727, "lumo_ev": 2.29}

---

# 3
{"formula": "C23H53N7O9Tl", "method": "ωB97M-V/def2-TZVPD", "elements": ["Tl", "O", "C", "C", "O", "H", "H", "H", "H", "C", "C", "O", "N", "C", "H", "H", "H", "H", "H", "H", "H", "C", "C", "O", "N", "C", "H", "H", "H", "H", "H", "H", "H", "C", "C", "O", "N", "C", "H", "H", "H", "H", "H", "H", "H", "C", "C", "O", "N", "C", "H", "H", "H", "H", "H", "H", "H", "C", "C", "O", "N", "C", "H", "H", "H", "H", "H", "H", "H", "C", "C", "O", "N", "C", "H", "H", "H", "H", "H", "H", "H", "C", "C", "O", "N", "C", "H", "H", "H", "H", "H", "H", "H"], "positions_angstrom": [[1.948, 1.153, 4.525], [1.463, 1.328, -0.092], [1.163, 0.307, -1.010], [0.223, -0.958, -0.518], [0.240, -1.474, 0.829], [2.137, -0.132, -1.228], [0.839, 0.720, -1.966], [0.338, -1.755, -1.253], [-0.792, -0.683, -0.805], [-0.988, 8.045, 3.260], [-0.262, 6.781, 2.988], [0.415, 6.167, 3.795], [-0.590, 6.184, 1.792], [-1.353, 6.725, 0.664], [-0.298, 8.773, 3.685], [-1.552, 7.754, 4.147], [-1.535, 8.526, 2.449], [-0.170, 5.294, 1.567], [-1.219, 6.020, -0.157], [-1.028, 7.680, 0.252], [-2.307, 6.935, 1.146], [-3.171, -2.083, 8.415], [-1.903, -2.478, 7.760], [-1.030, -1.721, 7.477], [-1.804, -3.721, 7.379], [-0.582, -4.166, 6.661], [-3.047, -1.776, 9.453], [-3.965, -2.793, 8.184], [-3.511, -1.212, 7.854], [-2.560, -4.332, 7.656], [0.119, -4.724, 7.282], [0.056, -3.434, 6.165], [-0.909, -4.746, 5.798], [5.441, 7.354, -7.077], [4.687, 7.213, -5.714], [5.167, 7.909, -4.744], [3.630, 6.364, -5.588], [2.935, 6.191, -4.333], [5.339, 8.350, -7.510], [4.949, 6.671, -7.770], [6.496, 7.084, -7.036], [3.449, 5.817, -6.418], [2.669, 7.147, -3.882], [3.639, 5.627, -3.722], [1.979, 5.677, -4.429], [-8.582, 3.592, -1.357], [-7.327, 3.180, -2.048], [-6.768, 4.081, -2.696], [-6.811, 1.993, -1.801], [-5.546, 1.654, -2.346], [-8.771, 2.937, -0.506], [-9.287, 3.647, -2.186], [-8.625, 4.608, -0.965], [-7.447, 1.291, -1.451], [-5.536, 2.000, -3.380], [-5.213, 0.616, -2.379], [-4.747, 2.155, -1.800], [3.475, -4.548, -4.060], [3.249, -4.077, -5.480], [3.253, -4.763, -6.457], [2.970, -2.746, -5.487], [2.589, -1.945, -6.638], [4.114, -5.430, -4.030], [2.552, -4.599, -3.483], [4.066, -3.773, -3.571], [2.606, -2.353, -4.630], [1.802, -1.255, -6.335], [2.353, -2.535, -7.524], [3.534, -1.409, -6.735], [-5.131, -5.389, 1.519], [-4.750, -5.927, 0.191], [-5.417, -6.820, -0.331], [-3.500, -5.510, -0.235], [-2.860, -6.025, -1.433], [-5.887, -4.603, 1.503], [-4.244, -5.043, 2.050], [-5.561, -6.222, 2.075], [-3.113, -4.701, 0.228], [-1.827, -5.687, -1.350], [-3.156, -5.526, -2.356], [-2.857, -7.100, -1.609], [7.215, -3.328, 3.452], [5.784, -3.384, 3.061], [5.323, -2.284, 2.815], [5.047, -4.488, 3.005], [5.342, -5.759, 3.650], [7.686, -2.406, 3.112], [7.863, -4.177, 3.237], [7.248, -3.278, 4.540], [4.081, -4.239, 2.848], [6.407, -5.965, 3.760], [4.856, -6.578, 3.122], [4.803, -5.490, 4.559]], "forces_ev_per_a": [[0.0, 0.0, -0.1], [-1.8, -3.9, -2.8], [2.5, 5.7, 2.4], [-1.4, -4.6, 4.7], [0.5, 2.8, -5.5], [0.2, -1.3, 0.6], [-1.0, -0.2, 0.1], [1.3, -0.2, 0.0], [-0.3, 1.7, 0.6], [0.7, 0.7, 1.2], [-0.6, -1.6, -1.6], [0.3, 0.4, 0.3], [1.0, 0.1, -0.7], [0.2, 0.6, 1.2], [0.2, 0.1, -0.2], [-0.8, 0.3, -0.2], [-0.1, -0.4, 0.3], [0.3, 0.2, 0.6], [-1.0, -0.1, 0.2], [0.6, 0.1, 0.3], [-0.8, -0.5, -1.3], [-1.0, 0.8, -0.6], [-1.1, 0.3, 0.4], [2.3, 3.0, -0.2], [1.0, -2.4, -0.9], [-0.6, -0.9, -0.5], [-0.2, -0.4, -0.1], [0.0, -0.3, 0.8], [0.1, 0.3, 0.2], [0.5, -0.4, -0.4], [-0.4, -0.3, 0.2], [-0.8, 0.9, 0.6], [0.0, -0.6, 0.3], [-1.6, -1.0, 0.2], [3.1, 2.8, 2.5], [-2.2, -2.5, -2.7], [0.6, 0.9, -1.4], [0.2, -0.2, 0.1], [0.0, 0.1, 0.4], [0.2, -0.1, -0.4], [-0.2, 0.1, 0.5], [-0.4, 0.0, 0.4], [0.5, 0.1, 0.0], [-0.5, 0.1, 0.7], [0.3, -0.3, -0.4], [-0.6, -0.5, 0.1], [0.5, 4.7, 0.0], [0.2, -1.6, 0.0], [-0.6, -2.1, 0.6], [1.4, 0.1, -1.0], [-0.8, -0.2, -0.3], [-0.8, -0.6, 0.5], [0.9, 0.0, -0.2], [0.3, 0.0, 0.1], [0.3, 0.1, 0.0], [-1.0, -0.3, 0.3], [0.0, 0.3, -0.1], [1.0, 0.3, 0.3], [-0.9, 0.6, 1.3], [0.4, -0.8, -1.2], [-1.2, 0.2, 0.5], [1.4, 0.1, 0.5], [-0.6, -0.3, 0.0], [0.0, -0.5, -0.2], [0.1, 0.1, 0.1], [0.5, -0.3, 0.1], [-0.1, -0.1, -0.3], [0.0, 0.0, 0.2], [-0.4, 0.7, -1.3], [-0.2, 0.3, 1.0], [0.3, -1.5, -0.5], [1.0, 1.2, -0.1], [-1.3, -0.8, -0.3], [1.1, 1.1, -0.4], [0.1, 0.0, -0.2], [-0.1, 0.2, 0.1], [0.0, 0.1, 0.0], [0.0, -0.3, -0.2], [0.3, -0.4, 0.1], [-0.7, -0.1, 0.0], [-0.4, 0.1, 0.6], [1.3, -1.0, 1.0], [1.2, 1.3, -0.3], [-1.6, 0.9, -0.4], [0.4, -0.1, -1.3], [-1.1, 0.9, 0.3], [-0.3, -0.2, -0.2], [-0.2, -0.1, -0.4], [-0.1, 0.1, 0.3], [-0.1, -0.3, 0.0], [-0.2, 0.3, 0.1], [0.1, 0.1, 0.1], [0.6, -1.7, 1.0]], "energy_ha": -2140.5741, "homo_energy_ev": -10.64, "e_above_lowest_ev": 6.617, "charge": 1, "orbital_gap_ha": 0.1310, "lumo_ev": -7.08}